# 1
Molecular formula: C25H22FeN2O5
Method: DFT, ωB97M-V/def2-TZVPD

Properties
E_tot   -2714.61346 Eh
E_LUMO (spin up / spin down)   0.2688 / 0.2937 hartree
Gap between HOMO and LUMO (spin up / spin down)   1.55 / 5.12 eV
Total charge   -4
Multiplicity   5
Largest force on an atom   0.0561 Eh/bohr
E_HOMO (spin up / spin down)   5.8 / 2.9 eV
<S²>   6.068
M   486.30 g/mol

XYZ file:
```
55
Properties=species:S:1:pos:R:3:mulliken_charge:R:1
O -3.874 2.036 3.339 -0.79
N -4.265 0.866 3.553 0.88
O -5.462 0.584 3.791 -0.90
C -3.315 -0.199 3.525 -0.26
C -3.780 -1.524 3.606 -0.62
C -2.851 -2.564 3.517 -0.11
C -1.486 -2.308 3.365 -1.01
C -0.990 -0.967 3.287 1.33
C 0.411 -0.731 3.114 -1.48
N 0.952 0.522 3.085 1.03
O 2.207 0.677 2.930 -0.85
O 0.211 1.540 3.226 -0.77
C -1.939 0.082 3.381 -0.47
H -4.848 -1.694 3.725 0.38
H -3.219 -3.587 3.570 0.32
H -0.748 -3.110 3.303 0.26
H 1.118 -1.556 3.047 0.29
H -1.566 1.100 3.346 0.78
C -2.721 5.310 -1.253 -4.77
O -3.169 3.935 -1.316 1.24
C -2.240 2.949 -1.257 2.64
C -2.702 1.622 -1.053 -0.65
C -1.804 0.609 -0.840 -0.63
C -0.390 0.829 -0.876 0.27
C 0.483 -0.246 -0.600 -1.56
C 1.863 -0.286 -0.964 1.26
C 2.896 -1.068 -0.262 -0.63
C 4.181 -0.764 -0.849 -1.07
C 3.966 0.138 -1.969 -1.05
C 2.550 0.398 -2.075 -1.33
Fe 2.912 -1.538 -2.153 -6.46
C 1.632 -2.423 -3.380 0.51
C 1.798 -3.160 -2.137 0.42
C 3.215 -3.472 -1.987 1.05
C 3.918 -2.925 -3.138 2.46
C 2.940 -2.278 -3.996 1.54
C 0.049 2.165 -1.140 -0.40
C -0.848 3.197 -1.326 -0.76
H -3.652 5.873 -1.210 1.35
H -2.117 5.498 -0.354 -0.02
H -2.147 5.583 -2.148 0.37
H -3.777 1.456 -1.036 0.28
H -2.162 -0.409 -0.673 0.29
H 0.097 -1.102 -0.037 0.41
H 2.669 -1.642 0.631 0.59
H 5.146 -1.120 -0.501 0.56
H 4.744 0.580 -2.586 0.51
H 2.037 1.067 -2.759 0.76
H 0.687 -2.102 -3.811 0.24
H 0.997 -3.474 -1.473 0.23
H 3.660 -4.061 -1.188 0.20
H 4.974 -3.054 -3.363 -0.07
H 3.137 -1.847 -4.974 0.00
H 1.116 2.383 -1.161 0.44
H -0.492 4.214 -1.495 -0.26
```



# 2
Molecular formula: C4H10S
Method: DFT, ωB97M-V/def2-TZVPD

Properties
E_tot   -556.37611 Eh
E_LUMO (spin up / spin down)   0.0015 / -0.0013 hartree
Gap between HOMO and LUMO (spin up / spin down)   7.98 / 7.82 eV
Multiplicity   1
Largest force on an atom   0.0979 Eh/bohr
E_HOMO (spin up / spin down)   -7.9 / -7.9 eV
M   90.19 g/mol

XYZ file:
```
15
Properties=species:S:1:pos:R:3:mulliken_charge:R:1
C 2.739 -1.568 -1.034 -0.65
C 3.043 0.073 1.103 -0.64
C -4.115 0.515 -0.184 -0.42
C -4.360 -0.759 0.187 -0.44
S 2.903 0.058 -0.574 0.14
H 2.801 -2.028 -1.976 0.35
H 3.019 -2.205 -0.206 0.22
H 2.907 1.037 1.511 0.29
H 3.628 -0.540 1.763 0.31
H -4.660 1.405 -0.181 0.31
H -2.945 0.683 -0.512 0.10
H 1.621 3.248 -0.104 0.21
H -5.320 -1.201 0.430 0.26
H -3.524 -1.454 0.027 0.19
H 2.264 2.737 -0.250 -0.23
```



# 3
Molecular formula: C46H38BrN4O3SSbTa
Method: DFT, ωB97M-V/def2-TZVPD

Properties
E_tot   -5489.76498 Eh
E_LUMO   -0.0944 hartree
Gap between HOMO and LUMO   5.94 eV
Total charge   +1
Multiplicity   1
Largest force on an atom   0.0221 Eh/bohr
E_HOMO   -8.5 eV
M   1109.51 g/mol

XYZ file:
```
95
Properties=species:S:1:pos:R:3:mulliken_charge:R:1
Ta 0.106 -1.908 0.097 1.52
C 0.983 -0.242 3.863 -0.48
O 1.400 -1.391 4.593 -0.47
C 1.044 -2.641 4.214 -0.28
C 1.256 -3.629 5.169 -0.57
C 0.982 -4.965 4.913 -0.80
C 0.463 -5.336 3.688 -0.82
C 0.261 -4.369 2.703 0.48
C -0.442 -4.749 1.487 -0.58
N -0.578 -3.996 0.459 0.42
N -1.600 -4.385 -0.425 -0.92
C -2.223 -3.326 -0.815 0.30
O -1.841 -2.099 -0.432 -0.73
C -3.412 -3.434 -1.684 0.63
C -4.080 -2.280 -2.082 -0.18
C -5.196 -2.369 -2.902 -0.92
C -5.650 -3.611 -3.319 -0.40
C -4.992 -4.765 -2.912 -0.65
C -3.878 -4.681 -2.095 -0.40
C 0.574 -3.024 2.956 1.49
O 0.414 -2.127 1.960 -0.56
H -0.084 -0.281 3.640 0.27
H 1.185 0.599 4.521 0.38
H 1.550 -0.131 2.939 0.01
H 1.650 -3.314 6.126 0.48
H 1.161 -5.706 5.680 0.42
H 0.201 -6.366 3.482 0.47
H -0.987 -5.691 1.483 0.47
H -3.733 -1.316 -1.734 0.55
H -5.712 -1.469 -3.212 0.42
H -6.520 -3.683 -3.959 0.40
H -5.351 -5.734 -3.231 0.41
H -3.357 -5.573 -1.775 0.48
Br 6.380 -1.260 4.008 -0.19
C 5.081 -1.534 2.665 -0.09
C 4.329 -2.696 2.667 -0.70
C 3.369 -2.888 1.682 -0.09
C 3.151 -1.920 0.714 -0.67
C 3.934 -0.771 0.706 -0.10
C 4.900 -0.574 1.681 -0.66
N 2.125 -2.065 -0.275 0.25
C 2.576 -2.165 -1.577 -0.16
C 1.621 -2.067 -2.534 0.33
C 1.861 -2.205 -3.944 -1.34
C 0.860 -2.013 -4.819 -0.33
C -0.446 -1.685 -4.315 -1.12
C -0.660 -1.621 -2.990 -0.38
N 0.335 -1.833 -2.037 -0.16
H 4.492 -3.452 3.423 0.49
H 2.806 -3.811 1.656 0.67
H 3.771 -0.023 -0.062 0.53
H 5.506 0.322 1.678 0.49
H 3.612 -2.387 -1.788 0.44
H 2.861 -2.465 -4.267 0.46
H 1.025 -2.112 -5.884 0.44
H -1.274 -1.510 -4.988 0.49
H -1.639 -1.399 -2.602 0.75
S -0.694 1.097 -1.053 -0.03
Sb -0.500 3.390 -0.594 1.61
C 1.476 3.826 -0.135 0.54
C 2.256 4.556 -1.028 -0.63
C 3.591 4.789 -0.726 -0.62
C 4.134 4.294 0.451 -0.59
C 3.351 3.567 1.339 -0.74
C 2.015 3.331 1.051 -0.53
C -1.150 4.326 -2.325 0.49
C -2.192 5.247 -2.277 -0.48
C -2.661 5.797 -3.462 -0.66
C -2.091 5.425 -4.672 -0.46
C -1.054 4.502 -4.713 -0.74
C -0.579 3.940 -3.537 -0.52
C -1.668 3.883 1.050 0.61
C -2.962 3.369 1.120 -0.63
C -3.745 3.660 2.227 -0.67
C -3.234 4.447 3.252 -0.45
C -1.944 4.952 3.178 -0.70
C -1.151 4.672 2.073 -0.48
H 1.836 4.943 -1.948 0.42
H 4.205 5.357 -1.412 0.41
H 5.174 4.480 0.682 0.42
H 3.780 3.184 2.256 0.46
H 1.406 2.768 1.749 0.59
H -2.634 5.540 -1.331 0.43
H -3.470 6.514 -3.438 0.41
H -2.461 5.857 -5.593 0.40
H -0.620 4.213 -5.661 0.41
H 0.216 3.203 -3.573 0.45
H -3.354 2.739 0.331 0.46
H -4.752 3.269 2.292 0.41
H -3.847 4.667 4.116 0.41
H -1.553 5.565 3.979 0.42
H -0.146 5.072 2.014 0.46
C 0.120 0.354 0.389 -0.74
H 1.155 0.695 0.438 -0.02
H -0.425 0.638 1.293 0.68
```